A molecular structure, C6H17N3, computed with the ωB97M-V functional and the def2-TZVPD basis.

The geometry in XYZ format:
```
26
Properties=species:S:1:pos:R:3:nbo_charge:R:1
C 0.4322 -0.0038 0.6129 0.809
C 1.0815 -1.4606 2.3610 -0.452
C 2.0057 1.8074 -0.3102 -0.451
C -0.3404 -0.2362 -1.9443 -0.425
C -1.9370 -1.1255 -0.5154 -0.483
C -1.5566 1.2253 -0.6231 -0.482
N 0.1172 -0.8950 1.5000 -0.546
N 1.4970 0.6625 0.4620 -0.552
N -0.9852 -0.0522 -0.7256 -0.182
H 0.5921 -1.9328 3.2187 0.286
H 1.7102 -2.1595 1.7003 0.244
H 1.8715 -0.6883 2.7306 0.230
H 3.1180 1.7113 -0.4050 0.278
H 1.9125 2.8738 0.2846 0.280
H 1.7157 1.8760 -1.2870 0.234
H 0.2069 0.6759 -2.3064 0.250
H 0.1808 -1.1742 -1.7526 0.234
H -1.0610 -0.5086 -2.6120 0.253
H -2.1973 -1.3405 0.4897 0.232
H -2.8925 -0.9944 -1.0902 0.303
H -1.5912 -2.1833 -0.7487 0.273
H -1.6264 1.5009 0.3786 0.237
H -1.0409 2.0776 -0.9961 0.258
H -2.5735 1.3818 -0.9938 0.278
H -0.7696 -1.3213 1.4331 0.441
H 2.1302 0.2840 1.1389 0.454
```

Total charge: +2
E_LUMO: -9.42 eV
Energy relative to the best compared isomer or geometry (same formula, charge and spin): 3.1196 eV
HOMO: -19.02 eV